(1)
Formula: H26O13
Source: the OMol25 dataset
Level of theory: ωB97M-V/def2-TZVPD

Properties
HOMO	-10.106	eV
F_max	0.67	eV/Å
ΔE to the lowest compared entry with this formula, charge and spin	1.615	eV
charge	0
HOMO-LUMO gap	9.76	eV

Atoms and positions in Å:
O  9.5087  10.1206  30.8666
H  10.1176  10.8664  30.8590
H  10.0819  9.3664  31.0729
O  14.1078  13.5813  26.8855
H  13.6523  12.7311  26.8201
H  13.5001  14.1277  27.4002
O  14.1069  10.1806  32.4630
H  14.1820  9.2236  32.3582
H  15.0058  10.4751  32.6516
O  11.5311  8.9067  32.5075
H  11.0047  8.8777  33.3141
H  12.1518  9.6284  32.6469
O  12.7163  11.6633  34.4164
H  13.1272  11.0434  33.7978
H  12.4475  12.3959  33.8472
O  12.8270  10.6648  29.7082
H  13.0096  11.5718  29.4294
H  12.7878  10.7012  30.6742
O  15.9630  12.6895  29.5978
H  15.7274  12.1476  28.8305
H  16.6035  12.1641  30.0854
O  15.4160  9.8903  27.7625
H  16.3658  9.7992  27.8849
H  15.0245  9.3290  28.4522
O  13.7927  8.0527  29.3959
H  13.2553  8.8657  29.4357
H  13.7999  7.7052  30.2917
O  11.6329  14.6495  28.3093
H  12.0245  15.3920  28.7820
H  11.1678  14.1358  28.9892
O  12.0414  13.2839  32.0461
H  11.5666  13.0205  31.2398
H  11.5092  13.9979  32.4123
O  12.2509  11.4667  26.8753
H  11.5121  11.2922  27.4649
H  12.4959  10.5997  26.5315
O  10.0361  12.9363  30.0693
H  9.2514  13.3986  30.3886
H  9.7056  12.3358  29.3881

Now the Mulliken charges, all in e:
1 O -0.653
2 H 0.348
3 H 0.335
4 O -0.631
5 H 0.350
6 H 0.336
7 O -0.686
8 H 0.286
9 H 0.258
10 O -0.606
11 H 0.298
12 H 0.314
13 O -0.640
14 H 0.357
15 H 0.403
16 O -0.209
17 H 0.212
18 H 0.192
19 O -0.621
20 H 0.353
21 H 0.274
22 O -0.622
23 H 0.284
24 H 0.370
25 O -0.679
26 H 0.336
27 H 0.288
28 O -0.660
29 H 0.340
30 H 0.360
31 O -0.662
32 H 0.319
33 H 0.284
34 O -0.630
35 H 0.230
36 H 0.297
37 O -0.682
38 H 0.261
39 H 0.298


(2)
Formula: H26O13
Source: the OMol25 dataset
Level of theory: ωB97M-V/def2-TZVPD

Properties
HOMO	-10.210	eV
F_max	2.53	eV/Å
ΔE to the lowest compared entry with this formula, charge and spin	2.002	eV
charge	0
HOMO-LUMO gap	9.87	eV

Atoms and positions in Å:
O  -1.7878  -2.0922  0.3654
H  -2.1438  -2.0092  -0.4936
H  -1.4068  -2.9742  0.4394
O  1.8432  -2.6022  0.4364
H  1.3752  -2.0872  -0.2436
H  1.1332  -2.7452  1.0754
O  0.8602  -2.0822  -2.2836
H  1.4282  -2.0762  -3.0746
H  0.3642  -1.2302  -2.3116
O  2.3002  -0.2252  1.7244
H  1.7262  -0.9702  1.9504
H  1.9842  0.5528  2.2424
O  -1.0098  0.0838  2.7224
H  -1.4538  0.3278  1.9214
H  -0.4978  0.8948  2.8004
O  -4.1468  -0.8412  -1.0736
H  -4.7028  -1.1912  -1.7826
H  -3.2758  -0.7332  -1.4876
O  1.3092  1.1088  -2.6056
H  2.1942  1.0688  -2.2526
H  0.7602  0.7888  -1.8306
O  -2.3558  1.0178  0.5424
H  -2.1688  1.7538  -0.0476
H  -3.2698  0.8898  0.6244
O  1.4602  1.8128  3.4514
H  1.1652  2.2748  2.6534
H  1.5312  2.4468  4.2224
O  3.2412  0.6198  -0.7446
H  2.8962  0.3348  0.1014
H  4.1612  0.2258  -0.7656
O  0.7352  2.5028  0.9564
H  0.0952  3.1638  1.1894
H  1.3472  2.9198  0.3294
O  0.2302  0.1388  -0.2946
H  -0.6638  -0.1742  -0.1856
H  0.4402  0.9708  0.1294
O  -1.8088  -0.6932  -2.4336
H  -1.6898  0.1398  -2.8686
H  -2.1988  -1.3092  -3.0986

Now the Mulliken charges, all in e:
1 O -0.564
2 H 0.194
3 H 0.272
4 O -0.713
5 H 0.322
6 H 0.296
7 O -0.721
8 H 0.272
9 H 0.314
10 O -0.642
11 H 0.300
12 H 0.392
13 O -0.632
14 H 0.351
15 H 0.279
16 O -0.618
17 H 0.272
18 H 0.451
19 O -0.723
20 H 0.391
21 H 0.302
22 O -0.543
23 H 0.228
24 H 0.245
25 O -0.736
26 H 0.374
27 H 0.323
28 O -0.656
29 H 0.367
30 H 0.305
31 O -0.714
32 H 0.298
33 H 0.263
34 O 0.399
35 H 0.050
36 H 0.099
37 O -0.670
38 H 0.278
39 H 0.298


(3)
Formula: H26O13
Source: the OMol25 dataset
Level of theory: ωB97M-V/def2-TZVPD

Properties
HOMO	-10.425	eV
F_max	0.43	eV/Å
ΔE to the lowest compared entry with this formula, charge and spin	0.884	eV
charge	0
HOMO-LUMO gap	10.42	eV

Atoms and positions in Å:
O  -2.7644  -0.7629  -1.0228
H  -2.3200  0.0642  -1.3039
H  -3.4564  -0.9046  -1.6765
O  2.8558  -0.7714  -1.5120
H  3.1590  -0.5916  -0.6058
H  2.8419  0.0852  -1.9476
O  1.4552  0.0662  3.0838
H  1.3497  -0.7211  3.6272
H  1.0385  -0.1793  2.2499
O  -2.3892  -2.8069  0.9802
H  -2.7069  -3.5199  0.4184
H  -2.7115  -1.9933  0.5648
O  1.2668  3.5250  0.7731
H  1.0043  2.6970  1.1966
H  1.1736  4.1942  1.4566
O  3.8267  -0.2043  1.2504
H  2.9727  -0.0886  1.6983
H  4.1950  0.6831  1.2074
O  0.5104  0.3318  0.4125
H  0.3630  0.6858  -0.4722
H  0.2274  -0.5893  0.3447
O  0.0017  -2.8913  2.6394
H  -0.7035  -2.9812  1.9835
H  0.0095  -3.7260  3.1153
O  -2.8214  0.8916  1.6497
H  -3.0037  0.0401  1.2465
H  -1.8648  0.9932  1.5663
O  0.0079  0.0678  -3.3135
H  0.8152  -0.2095  -3.7543
H  -0.1209  -0.5964  -2.6136
O  0.8292  2.8047  -2.0332
H  0.5637  3.6593  -2.3868
H  0.9910  2.9568  -1.0897
O  -1.6548  1.8140  -1.0941
H  -2.3496  2.4572  -0.9222
H  -1.0694  2.2196  -1.7585
O  -0.2681  -1.9414  -1.3732
H  -1.1877  -1.8875  -1.0708
H  -0.0659  -2.8704  -1.5139

Now the Mulliken charges, all in e:
1 O -0.555
2 H 0.317
3 H 0.264
4 O -0.621
5 H 0.358
6 H 0.273
7 O -0.671
8 H 0.314
9 H 0.339
10 O -0.633
11 H 0.305
12 H 0.208
13 O -0.690
14 H 0.300
15 H 0.297
16 O -0.727
17 H 0.414
18 H 0.319
19 O -0.032
20 H -0.096
21 H 0.184
22 O -0.583
23 H 0.349
24 H 0.295
25 O -0.648
26 H 0.304
27 H 0.327
28 O -0.589
29 H 0.292
30 H 0.355
31 O -0.607
32 H 0.285
33 H 0.382
34 O -0.506
35 H 0.256
36 H 0.257
37 O -0.616
38 H 0.341
39 H 0.241


(4)
Formula: H26O13
Source: the OMol25 dataset
Level of theory: ωB97M-V/def2-TZVPD

Properties
HOMO	-9.571	eV
F_max	5.10	eV/Å
ΔE to the lowest compared entry with this formula, charge and spin	6.186	eV
charge	0
HOMO-LUMO gap	9.45	eV

Atoms and positions in Å:
H  -0.2419  -0.1365  1.2647
H  0.6848  -0.7623  0.2295
H  -0.4312  4.4074  3.4971
H  -1.0403  3.1902  2.6816
H  -1.8761  0.9227  -2.9996
H  -3.3568  0.6327  -2.9663
H  2.0663  0.2387  -0.7605
H  0.8860  -0.4453  -1.5056
H  -2.2888  -1.9648  2.2694
H  -2.0463  -2.2063  0.6998
H  1.2018  2.7343  -1.8606
H  1.2191  1.3305  -1.7752
H  1.8549  -3.6231  2.4328
H  2.7354  -2.3849  2.5867
H  4.8496  -0.4713  -2.2197
H  3.8122  -1.1185  -1.0832
H  1.3776  -0.9095  -5.0408
H  0.6757  -0.1614  -3.7724
H  0.8831  3.6193  1.5224
H  1.7888  3.5180  0.3374
H  -2.8193  0.9928  -0.0604
H  -1.2245  1.0987  0.2155
H  -0.0623  -4.0355  0.6816
H  1.2951  -3.2432  0.4683
H  -5.6349  -0.7344  3.4479
H  -4.5034  -0.5368  2.6100
O  0.0784  -0.0742  0.3584
O  -0.5995  3.4790  3.5285
O  -2.6913  1.0725  -2.5250
O  1.8545  -0.5189  -1.4408
O  -2.0385  -1.5478  1.3918
O  0.9751  1.9727  -2.4233
O  2.7638  -3.3460  2.5079
O  3.9915  -0.3415  -1.6717
O  0.8904  -0.1009  -4.6812
O  1.2999  2.9932  0.9758
O  -1.9673  0.8645  -0.4342
O  0.4228  -3.4117  0.0789
O  -4.7843  -0.9928  3.4344

Now the Mulliken charges, all in e:
1 H 0.234
2 H 0.264
3 H 0.313
4 H 0.324
5 H 0.283
6 H 0.252
7 H 0.412
8 H 0.296
9 H 0.292
10 H 0.268
11 H 0.216
12 H 0.309
13 H 0.295
14 H 0.329
15 H 0.274
16 H 0.328
17 H 0.311
18 H 0.320
19 H 0.243
20 H 0.297
21 H 0.217
22 H 0.270
23 H 0.304
24 H 0.300
25 H 0.283
26 H 0.303
27 O -0.571
28 O -0.653
29 O -0.550
30 O -0.737
31 O -0.496
32 O -0.537
33 O -0.650
34 O -0.590
35 O -0.639
36 O -0.518
37 O -0.426
38 O -0.579
39 O -0.590


(5)
Formula: H27O14
Source: the OMol25 dataset
Level of theory: ωB97M-V/def2-TZVPD

Properties
HOMO	-6.414	eV
F_max	2.24	eV/Å
ΔE to the lowest compared entry with this formula, charge and spin	3.074	eV
charge	-1
HOMO-LUMO gap	8.77	eV

Atoms and positions in Å:
O  -0.9143  0.0729  -2.2192
H  -1.8671  -0.0365  -2.3265
O  -2.2247  3.0707  -0.2092
H  -2.8083  1.6958  1.5803
H  0.1954  1.2781  -3.2616
O  3.2231  2.2961  -0.5326
H  -0.1082  0.6187  -4.3841
H  -0.4473  -2.0062  -0.4176
O  -0.0434  -1.1430  -0.2905
H  1.6824  -0.3488  -0.8356
H  0.8620  -1.0673  2.8352
O  2.6446  -0.2444  -0.7411
H  2.0211  -0.1311  3.0089
H  -1.0291  -1.8939  3.5100
O  -1.6102  -1.2087  3.1754
H  -0.8230  1.3212  1.7753
H  0.5371  3.5841  -1.9343
O  1.7666  -1.0501  3.1563
H  -2.8958  -1.3803  1.6292
H  -1.2320  -0.4986  2.6468
O  0.4745  1.3756  -4.2014
H  3.2749  1.3800  -0.2029
H  -0.0616  -4.2817  1.7438
O  -2.9446  -2.3032  1.2939
H  -2.9105  -2.6604  2.1947
H  3.1752  2.1285  -1.4866
O  0.1977  1.3435  1.5937
H  0.3439  2.1940  1.1721
H  -0.4837  -0.6861  0.4534
O  -0.1724  3.9977  -2.4407
H  2.7132  -0.1470  0.2171
H  0.8938  -3.8645  2.8454
O  -2.1857  0.9916  1.3814
H  1.8640  -1.8322  -3.8013
H  -1.0080  3.8345  -1.9945
O  0.0733  -4.3469  2.6942
H  -1.8190  2.6160  -0.9574
H  -0.8611  -0.2574  -1.2589
O  2.4481  -2.5245  -3.3769
H  -2.2922  2.2931  0.4537
H  2.3513  -2.1792  -2.4880

Now the Mulliken charges, all in e:
1 O -0.652
2 H 0.277
3 O -0.714
4 H 0.189
5 H 0.395
6 O -0.646
7 H 0.288
8 H 0.211
9 O -0.594
10 H 0.399
11 H 0.289
12 O -0.749
13 H 0.310
14 H 0.320
15 O -0.662
16 H 0.378
17 H 0.312
18 O -0.662
19 H 0.330
20 H 0.267
21 O -0.636
22 H 0.370
23 H 0.311
24 O -0.659
25 H 0.329
26 H 0.309
27 O -0.601
28 H 0.230
29 H 0.419
30 O -0.612
31 H 0.321
32 H 0.325
33 O -1.003
34 H 0.341
35 H 0.305
36 O -0.650
37 H 0.278
38 H 0.349
39 O -0.665
40 H 0.350
41 H 0.301


(6)
Formula: H27O14
Source: the OMol25 dataset
Level of theory: ωB97M-V/def2-TZVPD

Properties
HOMO	-6.340	eV
F_max	2.12	eV/Å
ΔE to the lowest compared entry with this formula, charge and spin	2.207	eV
charge	-1
HOMO-LUMO gap	8.36	eV

Atoms and positions in Å:
O  -3.1998  -0.8528  0.2943
H  -2.3020  -1.2008  0.2485
O  -3.4824  3.0833  -1.4366
H  -0.9326  -0.6972  1.4656
H  -0.5610  -0.5818  3.7818
O  -0.5502  3.8960  1.7611
H  0.4273  0.1058  4.8391
H  -1.3811  -3.1550  -1.9516
O  -2.0453  -2.4663  -2.0735
H  0.4859  0.0014  -0.1901
H  -1.5427  -1.7041  -2.4072
O  3.5686  1.9364  -0.1040
H  -3.6932  -1.1515  -0.4751
H  -3.4019  2.2038  -1.0453
O  0.7158  -3.3447  0.7265
H  2.9358  1.2344  0.1058
H  0.0805  -2.7153  1.0938
O  0.0042  0.6845  0.3108
H  -2.0241  1.3949  -4.0476
H  0.5655  1.3550  0.7144
O  -0.2870  -0.5156  4.7172
H  -0.1705  3.9146  0.8749
H  4.3993  1.4511  -0.1865
O  2.8815  -2.3175  -1.8437
H  2.1461  -2.6427  -2.3807
H  -1.3892  3.4077  1.6645
O  4.9479  -0.6913  -1.3307
H  4.2613  -1.4158  -1.4831
H  4.5348  -0.2385  -2.0850
O  1.9205  -1.0239  0.1463
H  1.4427  -2.7430  0.4292
H  0.4662  -0.9304  1.7292
O  -0.4005  -1.2188  2.0841
H  -2.4067  1.1285  0.9368
H  2.8667  -0.9082  0.3275
O  -1.4899  0.6604  -3.7323
H  2.2558  -1.9648  -1.0953
H  -0.6255  0.6759  -4.1500
O  -2.6257  2.0651  1.0736
H  -2.7029  3.0442  -2.0170
H  -3.5550  2.1790  0.8503

Now the Mulliken charges, all in e:
1 O -0.615
2 H 0.367
3 O -0.622
4 H 0.390
5 H 0.419
6 O -0.653
7 H 0.286
8 H 0.322
9 O -0.629
10 H 0.255
11 H 0.279
12 O -0.676
13 H 0.295
14 H 0.315
15 O -0.796
16 H 0.294
17 H 0.451
18 O -0.488
19 H 0.288
20 H 0.218
21 O -0.664
22 H 0.292
23 H 0.324
24 O -0.763
25 H 0.317
26 H 0.378
27 O -0.664
28 H 0.354
29 H 0.328
30 O -0.866
31 H 0.436
32 H 0.329
33 O -0.946
34 H 0.390
35 H 0.014
36 O -0.585
37 H 0.423
38 H 0.311
39 O -0.609
40 H 0.289
41 H 0.213


What is the formula in the third record?
H26O13